Record 1
Molecular formula: C6H8N2
Method: DFT, ωB97M-V/def2-TZVPD

```
16
C6H8N2 ωB97M-V/def2-TZVPD
N -2.9039 0.1791 -0.5743
C -1.9559 0.1578 0.0286
C -0.7672 -0.2720 0.8494
C -0.0588 -1.3843 0.1547
C 1.4623 -0.7854 -0.4015
C 0.7798 0.4978 -0.6424
C 0.5062 1.9671 -0.0424
N 0.2626 0.7089 0.7506
H -1.1001 -0.4395 1.8077
H -0.1206 -2.2606 0.8587
H -0.5450 -1.9749 -0.6410
H 1.8107 -1.4894 -1.3518
H 2.1681 -0.5965 0.5156
H 0.0191 0.2174 -1.3410
H 0.8842 2.9307 0.6009
H -0.4414 2.5438 -0.5718
```

For the energy, the calculation gives -342.70625 hartree. The strongest force on any atom is 4.89 eV/A. The relative energy (zero: lowest compared OMol25 entry of this formula, charge and spin) comes out at 597.8 kJ/mol. As for the gap between HOMO and LUMO: 10.62 eV.



Record 2
Molecular formula: C6H8N2
Method: DFT, ωB97M-V/def2-TZVPD

```
16
C6H8N2 ωB97M-V/def2-TZVPD
C 0.0824 -1.0716 1.1560
C 1.6666 -0.9860 -0.8250
C 0.0672 2.4383 0.1141
C 0.3577 -0.6049 -0.2352
C -0.5136 0.1533 -0.9418
N -0.8468 2.8200 0.7251
C -1.8698 0.2676 -0.5650
N -2.9563 0.4573 -0.2495
H -1.7744 2.9510 1.0720
H -0.2975 0.4859 -1.9507
H 0.9401 -0.8854 1.8024
H -0.1182 -2.1433 1.1575
H -0.7915 -0.5877 1.5957
H 1.8085 -2.0889 -0.7893
H 2.4633 -0.5696 -0.2247
H 1.7823 -0.6360 -1.8415
```

For the energy, the calculation gives -342.85883 hartree. The strongest force on any atom is 1.98 eV/A. The relative energy (zero: lowest compared OMol25 entry of this formula, charge and spin) comes out at 197.2 kJ/mol. As for the gap between HOMO and LUMO: 9.95 eV.



Record 3
Molecular formula: C6H8N2
Method: DFT, ωB97M-V/def2-TZVPD

```
16
C6H8N2 ωB97M-V/def2-TZVPD
C 2.4763 -1.1515 0.0110
C 1.9038 -0.0189 -0.1613
C 0.4388 0.2733 -0.2333
C 0.0749 1.6360 0.1094
C -1.2564 2.1299 -0.0886
N -0.3014 -0.7466 -0.6360
N -1.7187 -0.7729 -0.4999
C -2.2026 -1.7513 0.2719
H 1.8360 -2.1078 0.4954
H 3.5995 -1.1773 -0.1436
H 2.4826 0.9741 -0.3801
H 1.0809 2.3005 0.5359
H -2.1256 1.4672 -0.3375
H -1.4823 3.2572 0.1160
H -1.4949 -2.7070 0.5365
H -3.3108 -1.6046 0.4041
```

For the energy, the calculation gives -342.73310 hartree. The strongest force on any atom is 5.34 eV/A. The relative energy (zero: lowest compared OMol25 entry of this formula, charge and spin) comes out at 527.3 kJ/mol. As for the gap between HOMO and LUMO: 8.43 eV.



Record 4
Molecular formula: C6H8N2O
Method: DFT, ωB97M-V/def2-TZVPD

```
17
C6H8N2O ωB97M-V/def2-TZVPD
C -3.0764 -0.2339 0.1745
C -1.7205 0.3680 -0.0183
O -1.5350 1.4818 -0.3172
N -0.6880 -0.6528 -0.0382
C 0.6838 -0.2922 -0.0509
C 1.7842 -1.0664 -0.0936
C 2.9130 -0.2264 -0.0034
C 2.4711 1.1706 0.0450
N 1.0566 1.0191 0.1382
H -3.1451 -1.1620 1.0231
H -3.3871 -0.9113 -0.6756
H -3.8322 0.4608 0.4419
H -0.4800 -1.4064 -0.7993
H 1.7992 -2.0710 -0.1708
H 3.7708 -0.4528 0.0708
H 2.9856 2.1453 0.2186
H 0.4001 1.8295 0.0552
```

For the energy, the calculation gives -418.08294 hartree. The strongest force on any atom is 13.32 eV/A. The relative energy (zero: lowest compared OMol25 entry of this formula, charge and spin) comes out at 263.5 kJ/mol. As for the gap between HOMO and LUMO: 8.08 eV.



Record 5
Molecular formula: C6H8N2O
Method: DFT, ωB97M-V/def2-TZVPD

```
17
C6H8N2O ωB97M-V/def2-TZVPD
O 2.8313 -0.7089 -0.3273
C 1.6239 -0.5090 -0.0770
N 0.7369 -1.4998 0.1281
C -0.6206 -0.9121 0.3370
C -2.0597 -0.8209 -0.1763
C -0.9218 0.0957 -0.7176
N -0.1775 1.3562 -0.6738
C 0.2656 1.6782 0.6452
C 1.2177 0.9717 -0.3025
H 1.0056 -2.4584 0.5641
H -0.7060 -0.4370 1.3365
H -2.7041 -0.2867 0.4917
H -2.4218 -1.4716 -1.0955
H -0.6040 -0.3162 -1.6517
H 0.4564 2.7285 0.7241
H 0.0486 1.1384 1.5830
H 2.0294 1.4518 -0.7880
```

For the energy, the calculation gives -418.02718 hartree. The strongest force on any atom is 4.13 eV/A. The relative energy (zero: lowest compared OMol25 entry of this formula, charge and spin) comes out at 409.9 kJ/mol. As for the gap between HOMO and LUMO: 9.90 eV.



Record 6
Molecular formula: C6H8N2O2
Method: DFT, ωB97M-V/def2-TZVPD

```
18
C6H8N2O2 ωB97M-V/def2-TZVPD
C 2.7013 -5.7952 -2.7315
N 2.0754 -4.5653 -2.2853
C 1.1531 -3.8661 -3.0467
C 0.5496 -2.9163 -2.2427
O -0.0222 -1.7788 -2.5982
C 1.2381 -3.0185 -0.9360
C 2.2481 -3.9912 -1.0940
C 1.3056 -1.9029 -0.0755
N 0.9639 -0.7662 -0.1246
H 1.9374 -6.5705 -2.8715
H 3.2153 -5.6205 -3.6847
H 3.4276 -6.1247 -1.9825
H 0.8677 -4.2157 -4.0346
H 3.0905 -4.2372 -0.4539
H 0.1377 -0.9042 -1.5261
H -1.4847 -0.5628 -1.3832
O -1.9551 -1.2924 -0.9429
H -2.8818 -1.1813 -1.1730
```

For the energy, the calculation gives -493.28705 hartree. The strongest force on any atom is 4.30 eV/A. The relative energy (zero: lowest compared OMol25 entry of this formula, charge and spin) comes out at 419.6 kJ/mol. As for the gap between HOMO and LUMO: 7.88 eV.



Record 7
Molecular formula: C6H8N2O2
Method: DFT, ωB97M-V/def2-TZVPD

```
18
C6H8N2O2 ωB97M-V/def2-TZVPD
O -4.4000 -0.4384 -0.8707
C -3.3047 -0.1689 -0.3506
C -2.7496 1.1997 -0.2702
C -1.6980 1.1933 0.6622
N -0.9059 0.0253 1.0592
C -1.1030 -1.1352 0.4281
O -0.1726 -1.9793 0.3970
N -2.5406 -1.2620 0.0816
H -3.2799 2.0577 -0.5229
H -1.1717 2.1807 0.9378
H 0.1532 0.2190 1.3199
H -2.6132 -2.2107 -0.4006
C 3.5127 0.5396 -0.1721
C 4.3337 -0.4422 -0.5969
H 3.5060 1.2404 -0.8674
H 3.0906 0.5373 0.8213
H 4.5604 -0.2664 -1.6083
H 4.7827 -1.2897 -0.0473
```

For the energy, the calculation gives -493.35001 hartree. The strongest force on any atom is 6.50 eV/A. The relative energy (zero: lowest compared OMol25 entry of this formula, charge and spin) comes out at 254.3 kJ/mol. As for the gap between HOMO and LUMO: 9.90 eV.



Record 8
Molecular formula: C6H8N2O2S
Method: DFT, ωB97M-V/def2-TZVPD

```
19
C6H8N2O2S ωB97M-V/def2-TZVPD
C -1.1947 0.0711 0.7356
C -1.6682 -0.6447 -0.4823
C -3.9436 0.0790 0.1988
C 2.0061 -1.1163 -0.3953
C -2.0437 0.7679 1.4893
C 1.7394 -0.2800 2.1759
N -3.0566 -0.6092 -0.6610
N -3.3987 0.7525 1.2924
O -0.9813 -1.1596 -1.4023
O -5.1029 0.0085 -0.0048
S 1.4966 0.2742 0.4629
H 2.0623 -2.0740 0.2253
H 1.6824 -1.1567 -1.4902
H -1.7559 1.4094 2.3402
H 0.9645 -1.0486 2.2374
H 2.7165 -0.6147 2.3540
H 1.3729 0.5812 2.9111
H -3.4656 -0.9365 -1.5581
H -3.9121 1.0138 2.0941
```

For the energy, the calculation gives -891.46049 hartree. The strongest force on any atom is 3.82 eV/A. The relative energy (zero: lowest compared OMol25 entry of this formula, charge and spin) comes out at 10.2 kJ/mol. As for the gap between HOMO and LUMO (alpha / beta): 7.25 / 8.05 eV. As for the spin multiplicity: 3.



Record 9
Molecular formula: C6H8N2O4
Method: DFT, ωB97M-V/def2-TZVPD

```
20
C6H8N2O4 ωB97M-V/def2-TZVPD
O -3.8443 -0.5790 0.7233
C -2.7913 -0.1654 0.3315
C -2.6589 1.2434 0.0087
C -1.5034 1.6649 -0.5060
N -0.4069 0.7494 -0.6744
C -0.4985 -0.6249 -0.4647
O 0.3185 -1.4265 -0.9596
N -1.6222 -0.9624 0.1178
H -3.6806 1.8387 -0.1167
H -1.0732 2.6290 -0.7899
H 0.3196 1.1937 -1.3565
H -1.7534 -1.9432 0.3844
C 3.8478 1.0739 0.1496
C 2.9100 -0.1203 0.2682
O 2.9197 -1.1848 -0.2878
O 1.9546 0.1686 1.2169
H 4.8100 0.7765 -0.3698
H 3.3473 1.8805 -0.4801
H 4.1877 1.4978 1.1793
H 1.4242 -0.6376 1.1794
```

For the energy, the calculation gives -643.91989 hartree. The strongest force on any atom is 5.14 eV/A. The relative energy (zero: lowest compared OMol25 entry of this formula, charge and spin) comes out at 141.9 kJ/mol. As for the gap between HOMO and LUMO: 9.94 eV.



Record 10
Molecular formula: C6H8N2O5Tm
Method: DFT, ωB97M-V/def2-TZVPD

```
22
C6H8N2O5Tm ωB97M-V/def2-TZVPD
Tm -0.0843 -0.6418 0.0454
O -2.0461 -1.4648 -2.8576
C -1.4614 -1.1611 -1.9083
C 0.8964 0.9994 1.5469
O 1.5256 1.6932 2.2210
C -1.5096 -1.4959 1.8954
O -2.1116 -1.9561 2.7591
C 0.8805 1.1383 -1.2549
O 1.5376 1.8657 -1.8709
H -2.0609 1.4584 0.2027
H -1.5694 1.7143 0.7330
C 2.1675 -4.3188 0.5075
N 3.1643 -3.2935 0.2095
C 2.8757 -2.0373 -0.0745
N 3.8359 -1.1345 -0.3423
O 1.6573 -1.6402 -0.0523
H 1.1669 -3.8873 0.5901
H 2.4373 -4.7997 1.4557
H 2.1748 -5.0764 -0.2864
H 4.1439 -3.5392 0.1649
H 3.5572 -0.2119 -0.6618
H 4.8041 -1.4198 -0.3748
```

For the energy, the calculation gives -1803.23802 hartree. The strongest force on any atom is 6.95 eV/A. As for the gap between HOMO and LUMO (alpha / beta): 6.80 / 6.85 eV. The net charge is +3. As for the spin multiplicity: 3.